# 1
Density functional theory data (ωB97M-V/def2-TZVPD) for the molecule C3H4O3S at a distorted geometry.

Last column: Mulliken charge in e.
CARTESIAN COORDINATES (ANGSTROEM)
C: -0.971 0.066 0.055  0.500
C: -1.230 -1.222 -0.001  0.221
C: 0.318 0.780 -0.109  -0.880
O: -3.326 1.292 0.751  -0.540
O: -2.585 -1.350 0.038  -0.279
O: -0.444 -2.327 -0.086  -0.433
S: -2.664 0.330 -0.370  0.194
H: 0.385 1.779 0.483  0.298
H: 0.694 0.929 -1.235  0.269
H: 1.119 0.153 0.400  0.306
H: -0.766 -2.995 0.449  0.342

Computed properties:
HOMO level (spin up / spin down) (eV): -5.38 / -9.07
Multiplicity: 3


# 2
Density functional theory data (ωB97M-V/def2-TZVPD) for C3H4O3Tl as an isolated structure at a distorted geometry.

Last column: Mulliken charge in e.
CARTESIAN COORDINATES (ANGSTROEM)
O: -0.440 -1.564 1.652  -0.582
C: -0.390 -0.290 1.762  0.734
O: 0.098 0.345 2.696  -0.602
C: 0.430 -0.260 -1.395  -0.900
C: 0.171 0.883 -0.512  -0.060
O: -0.914 0.372 0.682  -0.486
Tl: -1.177 -1.695 -0.246  0.745
H: 0.175 -0.072 -2.447  0.330
H: 1.437 -0.692 -1.292  0.322
H: -0.405 1.695 -0.970  0.221
H: 1.015 1.278 0.070  0.278

Computed properties:
HOMO level (spin up / spin down) (eV): -8.79 / -9.71
Multiplicity: 2


# 3
Density functional theory data (ωB97M-V/def2-TZVPD) for C3H4O3Tl as an isolated structure at a distorted geometry.

Last column: Mulliken charge in e.
CARTESIAN COORDINATES (ANGSTROEM)
O: 1.184 0.989 -1.227  -0.491
C: 1.466 0.768 0.102  -0.248
C: 0.235 0.321 0.865  0.095
O: -0.860 0.897 0.471  -0.524
Tl: -0.621 0.540 -1.595  0.991
H: 1.833 1.679 0.626  0.310
H: 2.235 -0.014 0.291  0.322
H: 0.347 0.102 1.941  0.425
C: -1.018 -1.238 -0.511  -0.067
O: -2.248 -1.644 -0.220  -0.249
H: -2.553 -2.399 -0.745  0.436

Computed properties:
Total charge: +1
HOMO level (spin up / spin down) (eV): -13.54 / -13.62


# 4
Density functional theory data (ωB97M-V/def2-TZVPD) for the molecule C3H4O4 at a distorted geometry.

Last column: Mulliken charge in e.
CARTESIAN COORDINATES (ANGSTROEM)
C: -1.645 0.056 0.323  -0.864
C: -0.294 0.759 0.309  0.789
O: 0.090 1.706 0.988  -0.544
O: 0.520 0.317 -0.722  -0.408
C: 1.441 -0.474 -0.090  0.682
O: 1.178 -0.923 0.965  -0.466
O: 2.306 -0.900 -0.961  -0.457
H: -1.526 -0.826 -0.333  0.283
H: -2.314 0.775 -0.053  0.324
H: -1.901 -0.085 1.398  0.277
H: 2.144 -0.403 -1.823  0.385

Computed properties:
HOMO level (eV): -10.93


# 5
Density functional theory data (ωB97M-V/def2-TZVPD) for C3H4O5 as an isolated structure at a distorted geometry.

Last column: Mulliken charge in e.
CARTESIAN COORDINATES (ANGSTROEM)
C: 1.603 0.186 0.472  -0.328
C: -2.370 -0.473 -0.122  0.710
C: 0.282 -0.049 -0.231  0.755
O: -0.775 0.012 0.592  -0.692
O: -2.837 0.661 0.170  -0.411
O: 2.691 0.143 -0.415  -0.528
O: -2.542 -1.502 -0.611  -0.289
O: 0.212 -0.345 -1.400  -0.599
H: -1.890 1.010 0.569  0.542
H: 2.366 -0.223 -1.251  0.339
H: 1.564 1.160 0.972  0.271
H: 1.697 -0.579 1.256  0.229

Computed properties:
HOMO level (eV): -10.73


# 6
Density functional theory data (ωB97M-V/def2-TZVPD) for the molecule C3H4O6 at a distorted geometry.

Last column: Mulliken charge in e.
CARTESIAN COORDINATES (ANGSTROEM)
O: 2.160 0.321 0.792  -0.598
C: 1.141 0.588 0.200  0.501
O: 0.729 1.778 -0.191  -0.424
C: 0.165 -0.562 -0.135  0.862
O: 0.506 -0.804 -1.498  -0.593
O: 0.438 -1.625 0.682  -0.612
C: -1.304 -0.131 -0.047  0.320
O: -1.943 0.106 -1.036  -0.582
O: -1.747 -0.061 1.192  -0.425
H: 1.408 2.456 -0.027  0.391
H: -0.304 -0.717 -2.028  0.365
H: 1.439 -1.538 0.890  0.410
H: -2.687 0.188 1.207  0.384

Computed properties:
HOMO level (eV): -10.81


# 7
Density functional theory data (ωB97M-V/def2-TZVPD) for the molecule C3H4O6S2 at a distorted geometry.

Last column: Mulliken charge in e.
CARTESIAN COORDINATES (ANGSTROEM)
O: 2.117 -1.224 -1.039  -0.563
S: 1.500 -0.596 0.070  1.038
O: 2.226 -0.507 1.268  -0.589
C: 0.036 -1.540 0.564  -0.689
S: -1.428 -0.636 -0.119  0.978
O: -1.844 -1.267 -1.352  -0.574
O: -2.472 -0.563 0.865  -0.586
C: -0.709 1.054 -0.320  0.293
O: -1.550 2.102 -0.385  -0.467
C: 0.771 1.036 -0.263  0.176
O: 1.444 2.224 -0.292  -0.530
H: -0.115 -2.614 0.147  0.385
H: -0.078 -1.620 1.693  0.377
H: -2.276 1.795 -0.935  0.363
H: 2.377 2.357 0.098  0.388

Computed properties:
HOMO level (eV): -9.81


# 8
Density functional theory data (ωB97M-V/def2-TZVPD) for the molecule C3H4OS at a distorted geometry.

Last column: Mulliken charge in e.
CARTESIAN COORDINATES (ANGSTROEM)
C: 1.019 -0.967 -0.117  -0.640
C: 0.401 0.205 0.152  -0.136
C: -0.829 0.334 0.128  0.492
O: -1.339 1.488 -0.057  -0.440
S: -1.915 -1.064 0.044  -0.322
H: 0.364 -1.957 -0.262  0.164
H: 2.054 -1.180 -0.048  0.294
H: 0.998 1.009 0.702  0.237
H: -0.753 2.132 -0.541  0.351

Computed properties:
HOMO level (eV): -8.23